Entry 1:
The following is a quantum chemistry calculation of 9 unconnected molecules or ions with the total composition C29H66F6O25S7 in a non-equilibrium geometry, from the OMol25 dataset.

XYZ file:
```
133
Properties=species:S:1:pos:R:3
O 3.89 -5.09 2.45
S 4.10 -4.96 1.03
O 4.07 -6.10 0.14
O 3.02 -3.86 0.50
C 1.92 -4.26 -0.28
C 1.02 -3.06 -0.55
C 5.57 -3.91 0.86
H 1.30 -5.01 0.23
H 2.18 -4.81 -1.19
H 1.45 -2.35 -1.26
H 1.03 -2.50 0.40
H -0.06 -3.21 -0.63
H 6.34 -4.45 1.39
H 5.30 -2.98 1.34
H 5.71 -3.84 -0.22
O -0.04 -1.52 -3.76
S -0.17 -1.66 -5.19
O 0.92 -1.38 -6.06
O -0.66 -3.17 -5.49
C 0.40 -4.16 -5.50
C -0.24 -5.49 -5.82
C -1.60 -0.81 -5.69
H 0.77 -4.16 -4.47
H 1.21 -3.85 -6.16
H -0.60 -5.49 -6.85
H -1.00 -5.89 -5.16
H 0.54 -6.26 -5.71
H -1.74 -1.15 -6.72
H -1.25 0.22 -5.60
H -2.44 -1.11 -5.08
O 3.23 -0.95 7.71
S 1.86 -1.34 7.53
O 0.83 -0.80 8.35
O 1.37 -1.18 6.01
C 2.21 -1.82 5.02
C 1.97 -1.17 3.69
C 1.74 -3.15 7.73
H 2.00 -2.88 4.84
H 3.26 -1.72 5.27
H 2.01 -0.09 3.54
H 1.03 -1.45 3.20
H 2.67 -1.66 3.01
H 1.94 -3.42 8.76
H 2.53 -3.51 7.07
H 0.80 -3.45 7.28
O -2.39 -1.48 6.16
S -2.93 -1.29 4.85
O -2.08 -1.32 3.71
O -4.04 -2.47 4.66
C -4.53 -3.14 5.83
C -6.00 -3.43 5.62
C -3.83 0.30 4.84
H -4.46 -2.59 6.76
H -3.98 -4.07 5.95
H -6.52 -2.47 5.66
H -6.42 -4.04 6.42
H -6.16 -3.93 4.67
H -4.72 0.24 4.23
H -3.14 1.03 4.43
H -4.05 0.48 5.89
O 0.86 7.12 -5.84
S 0.08 5.96 -6.17
O -0.79 5.95 -7.32
O 1.17 4.77 -6.47
C 0.72 3.53 -7.00
C 1.84 2.54 -6.66
C -0.70 5.22 -4.72
H 0.54 3.70 -8.07
H -0.20 3.20 -6.52
H 2.83 2.71 -7.07
H 1.58 1.49 -6.82
H 2.05 2.62 -5.59
H -1.29 4.36 -5.03
H -1.51 5.83 -4.32
H 0.09 4.84 -4.07
O -3.28 0.96 -3.96
S -4.34 0.85 -2.97
O -5.59 0.16 -3.12
O -3.53 0.12 -1.73
C -4.23 -0.05 -0.51
C -4.74 -1.47 -0.24
C -4.65 2.51 -2.22
H -5.03 0.70 -0.39
H -3.57 0.24 0.32
H -5.36 -1.44 0.65
H -3.86 -2.06 0.01
H -5.26 -1.91 -1.09
H -3.86 2.72 -1.51
H -5.59 2.44 -1.68
H -4.63 3.28 -2.99
O 4.09 -0.56 1.02
S 4.63 -0.35 -0.29
O 5.95 -0.87 -0.56
O 3.58 -0.86 -1.43
C 4.20 -1.27 -2.66
C 3.08 -1.41 -3.68
C 4.59 1.42 -0.49
H 4.70 -2.23 -2.60
H 4.92 -0.53 -3.03
H 2.61 -2.40 -3.71
H 3.54 -1.42 -4.67
H 2.36 -0.60 -3.60
H 3.58 1.75 -0.70
H 5.16 1.67 -1.39
H 5.19 1.75 0.35
C -0.05 3.11 5.00
C 0.52 4.34 4.31
O -0.53 5.30 4.13
C -0.22 6.56 4.41
O 0.78 6.96 4.92
C -1.32 7.59 4.02
F -0.76 8.56 3.31
F -2.27 7.05 3.28
F -1.86 8.10 5.11
H -0.87 2.66 4.45
H -0.26 3.20 6.06
H 0.73 2.34 5.04
H 1.00 4.12 3.36
H 1.36 4.69 4.91
C 0.64 1.57 -2.78
C -0.14 0.66 -1.81
O 0.02 1.19 -0.48
C -0.89 2.02 -0.03
O -1.84 2.47 -0.62
C -0.70 2.40 1.46
F -1.75 1.95 2.17
F 0.41 1.86 1.95
F -0.69 3.73 1.57
H 1.62 1.72 -2.33
H 0.08 2.48 -2.96
H 0.85 1.13 -3.75
H 0.24 -0.35 -1.70
H -1.19 0.63 -2.09
```

The SMILES is CCOC(=O)C(F)(F)F.CCOC(=O)C(F)(F)F.CCOS(C)(=O)=O.CCOS(C)(=O)=O.CCOS(C)(=O)=O.CCOS(C)(=O)=O.CCOS(C)(=O)=O.CCOS(C)(=O)=O.CCOS(C)(=O)=O. As for the energy relative to the best compared isomer or geometry (same formula, charge and spin): 0.0 kcal per mole. The calculation puts the lowest unoccupied orbital energy at 0.0 eV. For the orbital gap, the calculation gives 10.88 eV.

***

Entry 2:
The following is a quantum chemistry calculation of C4H7I2N in the gas phase in a non-equilibrium geometry, from the OMol25 dataset.

XYZ file:
```
14
Properties=species:S:1:pos:R:3
C 0.30 0.66 -0.52
C 0.47 -0.67 -0.46
C 1.43 1.63 0.02
C -0.70 -1.48 -0.76
N -2.77 0.75 0.80
I -0.39 -1.63 2.76
I -2.41 -0.98 0.77
H -0.65 1.08 -0.68
H 1.21 -1.14 0.09
H 2.24 1.46 -0.64
H 1.89 1.51 0.94
H 1.10 2.59 0.05
H -1.07 -1.20 -1.63
H -0.65 -2.56 -0.75
```

As for the energy relative to the best compared isomer or geometry (same formula, charge and spin): 133.4 kcal per mole. The calculation puts the lowest unoccupied orbital energy (spin up / spin down) at -1.8 / -1.8 eV. For the orbital gap (spin up / spin down), the calculation gives 6.89 / 6.88 eV.

***

Entry 3:
The following is a quantum chemistry calculation of C22H18ClN3O5S in the gas phase in a non-equilibrium geometry, from the OMol25 dataset.

XYZ file:
```
50
Properties=species:S:1:pos:R:3
O -0.64 -1.47 -5.61
C -0.41 -1.13 -4.48
N 0.82 -0.94 -3.94
C 2.06 -1.06 -4.54
N 3.07 -0.77 -3.72
C 4.30 -0.85 -4.16
C 4.60 -1.22 -5.47
C 3.55 -1.51 -6.34
C 2.25 -1.43 -5.87
H 1.41 -1.65 -6.50
H 3.75 -1.80 -7.36
Cl 6.23 -1.30 -6.01
H 5.08 -0.61 -3.45
H 0.87 -0.68 -2.96
C -1.56 -0.89 -3.49
H -2.10 -1.83 -3.35
H -2.24 -0.15 -3.94
O -1.12 -0.43 -2.22
C -1.46 0.82 -1.85
O -2.14 1.55 -2.53
C -0.91 1.17 -0.52
C -0.17 0.27 0.23
C 0.32 0.67 1.46
C 0.09 1.94 1.95
C -0.65 2.83 1.21
C -1.16 2.45 -0.02
H -1.75 3.13 -0.62
H -0.84 3.83 1.58
H 0.51 2.21 2.91
S 1.14 -0.55 2.50
O 2.14 0.09 3.29
O 1.50 -1.68 1.69
N -0.10 -1.04 3.51
C -0.69 -0.04 4.29
C -0.06 0.78 5.21
C -0.84 1.72 5.87
C -2.19 1.84 5.61
C -2.82 1.02 4.69
C -2.06 0.08 4.03
C -2.44 -0.92 2.97
H -3.32 -1.50 3.25
H -2.66 -0.41 2.03
C -1.18 -1.80 2.88
H -0.89 -2.05 1.86
H -1.31 -2.72 3.45
H -3.87 1.12 4.48
H -2.77 2.58 6.14
H -0.37 2.37 6.60
H 0.99 0.68 5.39
H 0.05 -0.72 -0.13
```

The SMILES is O=C(COC(=O)c1cccc(S(=O)(=O)N2CCc3ccccc32)c1)Nc1ccc(Cl)cn1. As for the energy relative to the best compared isomer or geometry (same formula, charge and spin): 0.0 kcal per mole. The calculation puts the lowest unoccupied orbital energy at -0.3 eV. For the orbital gap, the calculation gives 8.61 eV.

***

energy relative to the best compared isomer or geometry (same formula, charge and spin) of number 2 (C4H7I2N)? 133.4 kcal per mole